(1)
11
Properties=species:S:1:pos:R:3:forces:R:3 method="wB97M-V/def2-TZVPD" e_homo_ev=-9.699 energy_ev=-9133.4994
C -1.1192 -1.6984 -1.3009 0.855 1.128 2.274
C 0.8121 0.7339 0.3694 -0.079 0.787 0.294
C 0.4109 1.4930 1.5485 -1.732 1.422 2.225
H -1.1211 -2.4198 -2.0696 0.196 -0.364 -1.069
H -1.8994 -1.9282 -0.4716 1.222 0.996 -1.188
H -1.1407 -0.0183 0.3483 1.272 0.259 -0.127
H 2.4164 1.6413 0.5755 -0.440 -1.858 -1.624
N -0.1424 -0.8331 -1.2335 -1.762 -1.155 0.386
N -0.2250 0.0188 -0.1437 -1.741 -1.227 -0.212
N 1.9865 0.8847 -0.0767 1.114 1.499 1.096
N 0.0220 2.1259 2.4544 1.095 -1.487 -2.055



(2)
12
Properties=species:S:1:pos:R:3:forces:R:3 method="wB97M-V/def2-TZVPD" e_homo_ev=-9.696 energy_ev=-11181.7103
C -1.2434 0.2616 -0.0812 2.880 2.955 1.307
C 0.2226 0.0832 -0.0951 0.970 0.518 -0.183
C 2.1852 -0.4678 0.0592 1.326 0.690 0.515
H -2.8717 -0.9017 -0.0700 2.673 -1.119 -0.119
H -1.1594 -1.7550 -0.1930 -0.928 0.332 0.015
H -0.9110 2.2148 0.3008 -0.555 -1.404 -0.561
H 3.0766 -1.0371 0.2688 0.086 0.090 -0.237
N -1.7918 -0.9551 -0.1181 -4.178 0.920 -0.148
N -1.6417 1.4878 0.1489 -1.174 -1.914 -0.292
N 0.9598 -0.9950 0.0750 -2.357 1.109 -0.446
N 2.2140 0.8239 -0.0775 2.820 0.228 -0.129
O 0.9608 1.2404 -0.2178 -1.563 -2.405 0.280